[1]
47
Properties=species:S:1:pos:R:3:mulliken_spin:R:1 method="wB97M-V/def2-TZVPD" spin_multiplicity=2 homo_ev="1.079 / -0.551" de_lowest_ev=0.238 total_energy_ha=-1705.9229 homo_lumo_gap_ev="3.39 / 5.02" total_charge=-2
Hg -0.45 1.35 0.32 0.011
C 3.49 -0.16 1.83 -0.050
C 2.05 0.17 1.61 0.275
N 1.59 0.34 0.34 0.162
O 2.66 0.55 -0.61 -0.010
C 1.14 0.28 2.67 -0.082
C 1.49 -0.09 4.09 0.001
N -0.13 0.69 2.44 0.395
O -0.95 0.81 3.46 0.228
H 4.13 0.46 1.20 0.017
H 3.72 -1.20 1.57 0.031
H 3.78 0.01 2.87 0.000
H 2.32 1.27 -1.16 0.005
H 2.32 -0.79 4.15 -0.002
H 0.61 -0.54 4.56 -0.005
H 1.74 0.79 4.70 -0.001
I -0.09 4.05 -0.53 0.022
O -3.21 2.03 -1.94 0.000
C -3.30 1.04 -1.25 -0.001
N -4.54 0.42 -0.98 0.000
C -4.36 -0.55 0.08 0.001
C -2.80 -0.71 0.04 0.001
O -2.21 -1.61 0.59 -0.001
N -2.28 0.33 -0.65 -0.005
C -4.78 0.02 1.43 -0.004
C -3.87 0.45 2.38 0.030
C -4.31 1.04 3.56 -0.009
C -5.67 1.20 3.80 0.001
C -6.59 0.76 2.86 0.000
C -6.15 0.18 1.68 0.000
C -5.03 -1.88 -0.18 -0.001
C -4.99 -2.87 0.80 0.000
C -5.57 -4.11 0.58 0.000
C -6.21 -4.38 -0.63 0.000
C -6.25 -3.40 -1.61 0.000
C -5.65 -2.16 -1.39 0.000
H -5.30 1.08 -0.90 0.000
H -2.79 0.35 2.28 -0.016
H -3.55 1.36 4.26 0.006
H -6.00 1.66 4.72 0.000
H -7.65 0.87 3.04 0.000
H -6.87 -0.18 0.95 0.000
H -4.48 -2.67 1.73 0.000
H -5.52 -4.87 1.35 0.000
H -6.67 -5.34 -0.80 0.000
H -6.74 -3.60 -2.56 0.000
H -5.66 -1.40 -2.16 0.000



[2]
46
Properties=species:S:1:pos:R:3:mulliken_spin:R:1 method="wB97M-V/def2-TZVPD" spin_multiplicity=3 homo_ev="-5.987 / -7.039" total_energy_ha=-2670.1502 homo_lumo_gap_ev="4.87 / 5.94"
C 3.01 0.28 3.02 -0.002
C 2.86 -1.16 2.99 -0.001
H 2.99 0.83 2.03 -0.001
H 4.05 0.56 3.30 0.000
H 2.36 0.88 3.70 0.000
H 2.51 -1.48 1.97 0.000
H 3.79 -1.77 3.05 0.000
H 2.11 -1.55 3.71 0.000
C 1.12 2.44 -1.72 0.083
C 1.66 3.14 -2.79 0.010
C 1.92 2.46 -3.98 0.076
C 1.63 1.11 -4.10 -0.018
H 0.94 2.84 -0.72 0.000
H 1.84 4.20 -2.67 0.002
H 2.36 2.97 -4.83 0.006
H 1.83 0.57 -5.02 0.006
N 0.75 1.15 -1.91 0.052
C 1.06 0.42 -3.04 0.064
C 0.82 -1.03 -3.04 0.135
N 0.12 -1.62 -1.99 0.103
C 0.07 -2.98 -1.89 0.141
C 1.31 -3.21 -3.97 0.126
C 0.70 -3.79 -2.84 -0.026
H -0.48 -3.38 -1.03 0.001
H 0.72 -4.87 -2.72 -0.001
C 1.31 -1.83 -4.08 -0.061
H 1.73 -1.34 -4.97 0.006
H 1.79 -3.78 -4.78 0.010
Ti -0.28 -0.06 -0.80 1.237
I 2.66 -0.27 -0.22 -0.023
O -2.17 0.73 -0.73 0.023
C -2.18 0.60 0.56 0.048
N -0.96 0.21 1.04 0.014
S -0.86 -0.08 2.70 -0.007
O -0.55 -1.48 2.85 0.003
O -0.02 0.93 3.30 0.001
C -2.58 0.38 2.82 -0.001
C -3.27 0.56 4.01 0.000
C -4.59 1.02 3.95 -0.001
C -5.22 1.25 2.70 0.000
C -4.52 1.07 1.51 0.000
C -3.16 0.70 1.59 -0.005
H -2.76 0.36 4.96 0.000
H -5.14 1.20 4.87 0.000
H -6.26 1.59 2.68 0.000
H -4.98 1.21 0.53 0.000



[3]
45
Properties=species:S:1:pos:R:3:nbo_charge:R:1 method="wB97M-V/def2-TZVPD" spin_multiplicity=1 homo_ev=-8.338 de_lowest_ev=19.012 total_energy_ha=-1618.0807 homo_lumo_gap_ev=8.16
C -6.74 0.82 0.69 -0.189
H -6.71 0.34 1.56 0.160
O -5.82 1.65 0.33 -0.479
C -4.42 1.24 0.18 0.293
C -4.02 0.00 0.17 -0.342
C -2.64 -0.49 0.22 0.376
C -1.60 0.48 0.06 -0.315
C -2.06 1.68 -0.32 -0.093
C -3.35 2.07 -0.16 -0.197
H -3.67 3.22 -0.20 0.255
C -1.05 2.55 -0.48 0.611
O -1.19 3.57 -1.33 -0.683
N 0.19 2.73 -0.03 -0.489
H 0.23 1.70 0.77 0.316
C 1.30 3.41 -0.27 -0.238
C 2.54 2.57 -0.50 0.772
O 2.79 2.53 -1.73 -0.579
O 3.14 2.04 0.50 -0.465
C 3.95 0.97 0.10 -0.157
C 3.54 -0.38 0.25 0.072
N 4.22 -1.44 -0.11 -0.371
C 3.46 -2.63 0.15 0.144
C 3.75 -3.95 -0.09 -0.255
C 2.87 -4.89 0.04 -0.217
C 1.40 -4.72 -0.19 -0.162
C 0.95 -3.23 0.18 -0.100
C 2.05 -2.06 0.14 -0.421
S 1.68 -0.66 0.31 0.532
H 0.09 -2.97 0.41 0.151
H 0.73 -5.29 0.11 0.162
H 3.07 -5.97 -0.28 0.214
H 4.85 -4.06 -0.42 0.242
H 4.51 1.23 -0.79 0.266
H 4.90 1.23 0.90 0.213
H 1.64 3.99 0.77 0.152
H 0.90 3.95 -0.85 0.238
H -0.77 0.01 -0.40 0.238
O -2.29 -1.84 0.55 -0.526
C -3.25 -2.91 0.54 -0.272
H -3.68 -2.88 1.59 0.177
H -4.04 -2.79 -0.13 0.201
H -2.57 -3.89 0.77 0.223
H -4.71 -0.87 0.58 0.218
H -7.50 1.53 0.66 0.208
H -6.74 -0.04 -0.27 0.115



[4]
43
Properties=species:S:1:pos:R:3:nbo_charge:R:1 method="wB97M-V/def2-TZVPD" spin_multiplicity=1 homo_ev=-2.624 de_lowest_ev=0.000 total_energy_ha=-1165.7639 homo_lumo_gap_ev=4.55 total_charge=-1
C 2.22 0.57 2.17 -0.736
C 2.51 2.03 1.99 0.723
O 3.26 2.62 2.74 -0.563
N 1.87 2.74 0.95 -0.526
C 0.82 3.68 1.38 -0.383
C 1.66 2.03 -0.28 0.167
C 2.58 2.33 -1.29 0.290
O 3.57 3.23 -1.01 -0.651
C 2.51 1.74 -2.55 -0.287
C 1.51 0.82 -2.82 -0.139
C 0.59 0.51 -1.83 -0.135
C 0.65 1.11 -0.57 -0.121
C -0.41 0.68 0.41 0.558
O -0.94 1.47 1.16 -0.558
C -0.79 -0.75 0.34 -0.113
C -1.13 -1.51 1.47 0.007
C -1.19 -0.97 2.87 -0.645
C -1.43 -2.86 1.26 -0.220
C -1.44 -3.45 0.00 -0.125
C -1.16 -2.68 -1.12 -0.111
C -0.83 -1.35 -0.94 -0.156
C -0.48 -0.51 -2.10 0.546
O -0.98 -0.61 -3.20 -0.515
H 1.16 0.44 2.36 0.240
H 2.77 0.20 3.04 0.235
H 2.48 -0.03 1.30 0.239
H 0.08 3.77 0.59 0.216
H 0.32 3.35 2.29 0.202
H 1.25 4.66 1.56 0.190
H 4.24 3.16 -1.70 0.475
H 3.24 1.98 -3.31 0.206
H 1.41 0.33 -3.78 0.234
H -1.65 0.01 2.89 0.243
H -1.81 -1.64 3.47 0.213
H -0.21 -0.95 3.34 0.207
H -1.68 -3.48 2.11 0.199
H -1.69 -4.49 -0.12 0.248
H -1.19 -3.10 -2.11 0.263
C -4.32 -3.03 -2.19 -0.198
O -3.48 -4.02 -1.86 -0.962
H -4.67 -2.38 -1.33 0.073
H -3.93 -2.28 -2.93 0.085
H -5.29 -3.36 -2.66 0.084



[5]
41
Properties=species:S:1:pos:R:3:mulliken_spin:R:1 method="wB97M-V/def2-TZVPD" spin_multiplicity=4 homo_ev="-2.348 / -2.312" de_lowest_ev=3.964 total_energy_ha=-2206.8076 homo_lumo_gap_ev="4.70 / 4.66" total_charge=-1
C 0.53 -2.09 3.77 -0.055
C -0.83 -2.16 3.28 0.000
C -0.78 -2.21 1.84 0.039
H -1.75 -2.13 3.86 0.000
C 0.58 -2.14 1.45 0.066
C 1.37 -1.85 2.63 -0.010
H 2.44 -1.79 2.72 -0.011
H 0.88 -2.34 4.78 0.003
H -1.63 -2.50 1.27 -0.005
H 0.97 -2.43 0.50 -0.019
C -0.98 2.13 2.42 0.042
C -0.66 2.02 3.82 -0.039
C 0.84 1.83 3.85 -0.068
H -1.33 2.34 4.62 0.011
C 1.30 1.77 2.53 -0.021
C 0.20 2.16 1.66 0.052
H 0.32 2.58 0.68 -0.005
H -1.96 2.43 2.13 -0.009
H 1.46 1.78 4.75 0.002
H 2.34 1.87 2.31 -0.005
V 0.13 -0.05 1.99 3.005
O -0.29 -0.16 -1.66 0.064
C -1.42 -0.89 -2.18 0.006
C -0.10 -0.92 -2.92 0.006
H -1.69 -1.79 -1.59 -0.002
H -2.23 -0.30 -2.65 0.002
H 0.47 -1.86 -2.80 0.000
H 0.81 -1.92 -5.25 0.000
C 0.57 -0.86 -5.34 0.000
C 0.09 -0.18 -4.20 -0.003
C -0.27 1.17 -4.32 0.000
H -0.66 1.71 -3.45 0.000
C -0.12 1.82 -5.54 0.000
H -0.38 2.88 -5.60 0.000
C 0.36 1.15 -6.66 0.000
H 0.47 1.68 -7.61 0.000
C 0.70 -0.20 -6.56 0.000
H 1.06 -0.74 -7.43 0.000
S -0.78 0.02 4.93 -0.033
C -0.08 0.12 6.39 0.006
N 0.08 0.06 7.57 -0.019



[6]
41
Properties=species:S:1:pos:R:3:nbo_charge:R:1 method="wB97M-V/def2-TZVPD" spin_multiplicity=1 homo_ev=-6.413 de_lowest_ev=0.000 total_energy_ha=-1301.1407 homo_lumo_gap_ev=5.39
C 0.46 -3.67 2.24 -0.144
C 0.92 -2.52 2.97 -0.369
C -0.02 -1.47 2.77 -0.460
H 1.79 -2.43 3.62 0.266
C -0.99 -1.91 1.80 -0.512
C -0.56 -3.23 1.34 -0.451
H -1.05 -3.83 0.58 0.247
H 0.60 -4.71 2.52 0.257
H 0.03 -0.51 3.32 0.241
H -1.93 -1.39 1.57 0.254
C 3.27 -1.00 -0.68 -0.479
C 3.67 -2.33 -0.39 -0.220
C 2.74 -3.21 -1.04 -0.248
H 4.70 -2.56 -0.05 0.261
C 1.76 -2.45 -1.67 -0.440
C 2.17 -1.04 -1.61 -0.547
H 1.80 -0.21 -2.25 0.259
H 3.81 -0.09 -0.32 0.237
H 2.81 -4.29 -1.09 0.251
H 0.93 -2.84 -2.31 0.245
Y 1.03 -1.35 0.56 2.068
O -0.76 1.38 -0.06 -0.530
C -0.86 2.36 0.99 -0.102
C -2.06 2.20 0.10 0.069
H -0.94 1.93 1.99 0.190
H -0.29 3.28 0.84 0.199
H -2.89 1.63 0.52 0.211
H -4.48 3.42 -0.22 0.213
C -3.73 3.80 -0.93 -0.187
C -2.42 3.24 -0.90 -0.092
C -1.48 3.80 -1.78 -0.192
H -0.45 3.44 -1.78 0.221
C -1.84 4.82 -2.68 -0.206
H -1.10 5.22 -3.37 0.220
C -3.13 5.34 -2.70 -0.200
H -3.41 6.13 -3.40 0.223
C -4.08 4.82 -1.81 -0.209
H -5.10 5.23 -1.81 0.223
S 3.24 -3.58 1.86 -0.348
C 3.67 -5.16 1.60 0.032
N 4.18 -6.24 1.66 -0.455